146
Properties=species:S:1:pos:R:3:forces:R:3:mulliken_charge:R:1 method="wB97M-V/def2-TZVPD" charge=+1 homo_lumo_gap_ev=4.53 homo_ev=-9.242
Hf -26.505 20.364 -25.882 8.6 2.8 0.6 1.434
C -25.918 22.586 -21.624 -0.9 -1.2 -0.8 -2.022
C -26.072 23.769 -22.583 0.2 0.4 1.6 1.298
C -25.215 24.841 -21.818 -0.9 -0.5 -1.3 -1.119
C -24.902 26.002 -22.686 0.9 0.8 0.3 -0.674
C -24.155 25.573 -23.932 -1.0 -0.2 -0.1 -1.371
C -24.976 24.559 -24.793 0.0 1.0 -1.2 1.646
N -25.492 23.469 -23.926 0.1 -1.2 -0.3 0.582
O -26.208 22.412 -24.615 -0.3 -1.8 -1.4 -0.780
C -23.949 24.074 -25.914 -1.4 -1.0 0.1 -0.980
C -26.164 25.348 -25.492 0.1 -1.5 0.2 -1.592
C -27.550 24.271 -22.547 0.3 -0.2 -1.0 -1.617
H -26.554 22.797 -20.764 0.5 0.0 0.4 0.528
H -24.882 22.339 -21.394 0.0 0.4 0.3 0.231
H -26.297 21.641 -22.011 -0.3 0.0 -0.4 0.358
H -24.286 24.383 -21.478 0.0 0.0 0.0 0.295
H -25.778 25.206 -20.959 -0.1 -0.4 0.2 0.480
H -24.318 26.629 -22.012 0.5 0.5 -0.5 0.414
H -25.740 26.637 -22.975 -0.4 -0.3 0.1 0.349
H -23.189 25.115 -23.721 0.1 0.2 0.1 0.357
H -24.075 26.466 -24.552 0.6 -0.2 -0.2 0.468
H -24.469 23.390 -26.584 -0.2 -0.4 0.0 -0.285
H -23.074 23.518 -25.577 -0.2 0.1 0.6 0.048
H -23.565 24.810 -26.620 -0.3 0.7 0.6 0.490
H -26.885 24.652 -25.921 0.2 -0.5 -0.2 0.111
H -25.823 25.950 -26.334 0.1 0.4 0.4 0.504
H -26.817 25.831 -24.765 0.6 0.7 -0.1 0.223
H -28.184 23.488 -22.962 -0.2 0.1 0.0 0.318
H -27.681 25.179 -23.134 0.0 -0.1 -0.2 0.330
H -27.934 24.556 -21.567 0.4 -0.4 0.3 0.448
C -22.886 21.057 -23.830 -0.5 -1.7 0.6 -0.283
C -22.930 19.622 -23.166 -1.2 0.1 -0.5 1.896
C -22.241 19.797 -21.804 0.0 -0.7 0.1 -1.534
C -22.436 18.662 -20.789 -1.1 0.5 -0.9 -0.704
C -23.967 18.524 -20.571 1.7 0.5 -0.6 -1.414
C -24.784 18.327 -21.856 -0.2 -2.1 -0.3 1.205
N -24.403 19.289 -22.903 -0.3 2.0 -0.5 0.402
O -25.196 19.182 -24.150 -1.0 0.5 -1.2 0.357
C -26.214 18.443 -21.352 -0.7 1.1 -0.5 -1.738
C -24.645 16.879 -22.363 0.4 0.2 0.8 -1.367
C -22.222 18.588 -24.104 0.2 1.1 0.4 -1.082
H -23.473 21.726 -23.201 0.1 0.1 -0.2 -0.251
H -23.349 20.982 -24.814 0.2 0.3 -0.1 -0.994
H -21.840 21.364 -23.868 0.0 0.1 -0.2 0.495
H -22.645 20.693 -21.331 0.1 0.2 -0.1 0.289
H -21.183 19.934 -22.026 0.1 0.2 0.1 0.466
H -21.934 18.924 -19.858 0.0 -0.2 0.0 0.461
H -22.035 17.724 -21.173 0.2 -0.1 0.1 0.328
H -24.353 19.467 -20.184 0.2 -0.1 0.6 0.380
H -24.091 17.690 -19.879 -0.7 0.1 0.0 0.391
H -26.550 17.704 -20.625 0.7 -0.4 0.0 0.375
H -26.929 18.369 -22.171 -0.1 0.3 -0.1 0.247
H -26.287 19.393 -20.822 -0.5 0.3 -0.3 0.405
H -25.315 16.720 -23.208 0.4 -0.1 -0.1 0.162
H -24.920 16.212 -21.546 -0.2 -0.2 -0.1 0.500
H -23.583 16.696 -22.528 -0.1 -0.3 -0.7 0.212
H -21.282 19.009 -24.462 0.1 0.3 0.1 0.271
H -22.811 18.464 -25.012 -0.2 -0.4 0.2 -0.575
H -21.901 17.667 -23.617 -0.5 -0.2 -0.1 0.497
C -23.492 19.534 -29.233 -0.5 0.5 -0.4 0.275
C -23.527 20.168 -27.869 1.0 -1.5 3.2 1.161
C -22.330 21.102 -27.585 -1.1 0.8 -1.0 -0.389
O -24.776 20.706 -27.443 -2.3 0.0 1.7 2.584
H -22.535 19.055 -29.440 0.0 0.1 0.2 0.381
H -23.650 20.311 -29.981 -0.1 0.0 -0.3 0.067
H -24.268 18.779 -29.358 -0.2 0.0 0.1 -1.099
H -23.297 19.396 -27.135 -0.2 -0.9 0.0 -1.347
H -22.080 21.294 -26.541 -0.7 -0.2 -0.1 -0.285
H -22.682 22.015 -28.066 0.7 0.7 0.1 0.132
H -21.394 20.783 -28.044 -0.1 -0.2 -0.3 0.102
N -19.558 18.016 -27.515 -0.3 -1.2 -2.3 0.175
C -20.059 17.016 -28.376 0.2 1.8 0.3 -0.430
C -20.432 15.934 -27.611 -0.1 0.6 -2.1 -0.690
C -20.097 16.236 -26.320 1.4 1.5 2.5 -0.346
C -19.498 17.549 -26.265 -1.8 -2.0 0.6 -0.849
H -19.214 18.901 -27.861 0.0 -0.2 0.3 0.190
H -20.097 17.249 -29.430 -0.1 -0.2 0.0 0.403
H -20.947 15.076 -28.016 0.3 -0.1 0.2 0.466
H -20.179 15.516 -25.520 0.0 0.4 0.3 0.505
H -19.312 18.246 -25.461 0.3 -0.5 0.2 0.610
C -19.746 23.962 -27.700 -0.5 0.6 0.4 0.110
Br -18.223 25.182 -27.760 -0.5 -0.7 0.4 -0.011
Br -21.331 24.964 -28.276 0.4 -0.3 -0.3 0.001
Br -20.241 23.193 -25.925 1.1 0.5 -0.9 0.060
H -19.547 23.159 -28.410 -0.1 0.1 0.3 -0.075
C -24.980 15.497 -32.990 0.6 0.2 -0.2 -0.472
Br -23.461 15.256 -34.257 -1.0 0.2 0.7 -0.037
Br -24.507 16.824 -31.595 -0.3 -0.8 -0.6 0.202
Br -25.547 13.785 -32.301 0.1 0.5 0.0 -0.033
H -25.826 15.928 -33.524 0.4 -0.1 0.0 0.432
C -30.268 16.717 -30.949 0.1 -1.2 -0.3 -0.272
C -29.207 17.126 -31.765 -0.5 -0.1 1.8 -0.855
C -28.339 18.056 -31.229 0.6 0.6 -0.6 0.031
C -28.537 18.588 -29.963 -1.3 -0.9 0.7 -0.002
C -29.645 18.149 -29.174 0.4 0.9 -0.3 -0.207
C -30.547 17.218 -29.672 1.4 0.1 -1.2 -0.925
N -27.650 19.668 -29.447 -1.5 0.0 -2.9 0.800
O -27.458 19.728 -28.263 -0.1 0.2 2.1 -0.455
O -27.291 20.471 -30.288 0.5 -0.4 1.0 -0.571
H -30.782 15.824 -31.272 -0.6 0.2 -0.2 0.350
H -28.985 16.657 -32.713 -0.2 0.0 0.0 0.410
H -27.520 18.330 -31.876 0.3 0.4 0.4 0.494
H -29.896 18.609 -28.230 0.4 0.1 0.2 0.396
H -31.383 16.836 -29.105 0.0 0.2 0.1 0.435
C -24.365 13.592 -25.854 -0.5 -1.4 1.3 -0.281
C -25.087 13.453 -27.028 0.2 1.3 -0.3 -1.019
C -25.540 14.632 -27.609 -0.2 1.1 -0.5 -0.366
C -25.382 15.913 -26.953 0.0 -2.5 -1.5 -0.425
C -24.713 15.941 -25.788 1.0 0.9 1.1 0.705
C -24.272 14.759 -25.176 0.8 2.2 -0.4 -0.485
N -25.816 17.139 -27.607 -1.7 0.1 1.2 0.842
O -26.195 17.021 -28.759 0.6 1.7 1.5 -0.439
O -25.971 18.171 -26.813 0.3 -2.0 -1.7 -0.519
H -23.940 12.736 -25.350 0.1 -0.3 -0.3 0.449
H -25.145 12.456 -27.440 -0.3 0.3 -0.5 0.407
H -25.924 14.693 -28.616 -0.4 -0.4 0.0 0.531
H -24.377 16.927 -25.502 -0.2 0.1 1.0 0.010
H -23.634 14.890 -24.314 -0.2 -0.3 0.2 0.385
C -24.471 25.312 -31.118 0.4 -0.3 0.6 -0.488
C -24.173 24.047 -30.671 -1.3 -0.3 0.4 -0.438
C -25.084 23.430 -29.794 1.1 -1.5 -0.3 0.684
C -26.159 24.080 -29.251 -0.2 1.2 -0.4 -0.183
C -26.337 25.435 -29.562 -0.1 0.8 -0.9 -0.434
C -25.508 26.040 -30.513 0.7 -0.8 -0.6 -0.879
N -27.119 23.429 -28.330 0.3 0.1 1.5 0.743
O -28.116 24.014 -27.995 -0.4 0.6 -0.8 -0.602
O -26.800 22.377 -27.779 0.5 -0.5 -0.6 -0.108
H -23.810 25.646 -31.903 -0.3 0.8 0.0 0.431
H -23.313 23.538 -31.078 -0.1 -0.3 0.1 0.437
H -24.941 22.373 -29.627 -0.1 -0.1 0.5 -0.102
H -27.147 26.049 -29.196 -0.1 -0.3 0.4 0.554
H -25.570 27.042 -30.911 -0.8 0.2 0.6 0.399
C -21.435 18.171 -32.833 -0.9 0.6 0.0 -0.435
C -20.092 17.853 -32.681 -1.2 -1.0 -0.9 -0.610
C -19.293 18.612 -31.902 2.1 2.4 1.6 -0.348
C -19.728 19.828 -31.336 -2.2 -1.2 -1.7 -0.243
C -21.096 20.149 -31.586 1.8 0.9 2.2 -0.146
C -21.972 19.289 -32.198 1.0 0.3 -0.6 -0.560
N -18.823 20.737 -30.592 1.1 -3.4 -0.8 1.094
O -19.258 21.771 -30.229 -0.9 2.4 0.8 -0.694
O -17.695 20.303 -30.362 -0.8 0.5 -0.1 -0.607
H -22.133 17.668 -33.486 0.4 -0.6 0.0 0.497
H -19.681 17.008 -33.214 0.0 -0.1 0.1 0.441
H -18.240 18.417 -31.758 0.1 -0.4 -0.1 0.509
H -21.450 21.060 -31.127 -0.2 0.2 -0.1 0.403
H -22.994 19.623 -32.291 -0.1 -0.4 -0.1 0.599